[1]
C5H3O4 | wB97M-V/def2-TZVPD

Results
- ΔE to the lowest compared entry with this formula, charge and spin (kcal per mole) = 24.9
- total charge = -1
- HOMO level (eV) = -3.475
- lowest unoccupied orbital energy (eV) = 3.671
- electronic energy (hartree) = -493.24236

Cartesian coordinates (Å):
1 C 0.368681 0.563792 0.116567
2 C 1.016678 1.945979 -0.171615
3 C 1.108388 -0.542666 0.039786
4 C 3.400130 -1.138863 -0.548275
5 C 0.430940 2.954196 0.311385
6 O 3.519730 -2.328700 -0.431879
7 O -0.101700 3.935661 0.671899
8 O 3.812997 -0.102884 -0.918462
9 O 0.570507 -1.841003 0.410818
10 H -0.662638 0.672744 0.351910
11 H 2.069010 1.879961 -0.781211
12 H 1.263297 -2.398909 0.106702

Atomic forces in eV per Å
C 1.305 1.083 -0.456
C 3.004 -4.581 -2.097
C 1.132 -2.096 0.282
C -0.960 -0.692 -0.310
C -0.101 2.638 0.012
O -0.729 0.970 0.387
O -0.434 0.175 0.444
O 0.565 0.677 -0.014
O -0.838 2.527 -0.245
H -0.962 -0.455 0.392
H -2.853 0.651 1.815
H 0.871 -0.897 -0.211

[2]
C5H40N3O12 | wB97M-V/def2-TZVPD

Results
- ΔE to the lowest compared entry with this formula, charge and spin (kcal per mole) = 69.1
- total charge = +1
- HOMO level (eV) = -12.133
- lowest unoccupied orbital energy (eV) = -2.268
- electronic energy (hartree) = -1281.40052

Cartesian coordinates (Å):
1 N -0.210137 3.058211 0.332259
2 C -0.299072 2.678865 1.813149
3 C -1.112696 1.460743 2.178508
4 N -0.773257 0.520582 1.064418
5 C 0.308337 -0.451778 1.362394
6 C -0.153791 -1.583061 2.370087
7 C 0.595238 -0.910004 -0.068097
8 N 1.345468 -2.233925 -0.173308
9 H -1.064229 2.644710 -0.208299
10 H 0.728950 2.618839 -0.053511
11 H -0.215898 4.058932 0.080090
12 H -0.587900 3.537819 2.411139
13 H 0.715993 2.500575 2.168767
14 H -2.114949 1.824914 2.293170
15 H -0.636260 1.123115 3.151187
16 H -1.644181 -0.036171 0.963092
17 H 1.232760 0.085937 1.901100
18 H -0.528104 -2.411004 1.856390
19 H 0.677917 -1.981941 2.864296
20 H -0.892652 -1.170614 3.003771
21 H -0.392202 -1.236852 -0.486203
22 H 1.013084 -0.146297 -0.706384
23 H 2.175573 -1.993326 -0.621377
24 H 1.586161 -2.539928 0.788561
25 H -3.558801 1.235386 -0.038503
26 H -4.078403 2.679231 0.332162
27 O -3.336906 2.186801 -0.052110
28 H -4.707012 -0.257548 1.269206
29 H -4.001811 -1.287142 0.441593
30 O -4.099646 -0.350607 0.516555
31 H -0.801620 -1.948257 -4.656357
32 H -0.840582 -0.673357 -3.709177
33 O -0.285145 -1.264278 -4.192677
34 H 4.360034 0.459898 -1.236892
35 H 3.151393 0.482186 -2.279627
36 O 3.386236 0.499163 -1.314901
37 H 3.021339 0.587345 3.681696
38 H 3.194597 -0.951137 3.826851
39 O 3.180021 -0.245244 3.177195
40 H 2.743224 1.756399 -0.527211
41 H 2.953112 3.388554 -0.671164
42 O 2.527432 2.672377 -0.171866
43 H 2.295299 -1.229411 -3.287947
44 H 1.395178 -0.192506 -4.004449
45 O 2.128570 -0.305277 -3.406835
46 H 4.240374 0.124871 1.998980
47 H 4.291715 -0.853040 0.706322
48 O 4.814973 -0.350641 1.357876
49 H -3.379498 -3.776103 -0.064443
50 H -2.027345 -3.520042 -0.604719
51 O -2.675699 -3.073486 -0.027492
52 H -0.073999 -4.390146 -0.812405
53 H 0.037355 -3.026305 -1.437750
54 O -0.565264 -3.807309 -1.410282
55 H -2.387602 2.901132 -2.111528
56 H -1.678841 1.599885 -1.802250
57 O -1.539550 2.537716 -1.871516
58 H -1.932442 -0.908883 -2.158169
59 H -3.189653 -0.092612 -1.689471
60 O -2.315193 -0.025961 -2.053883

Atomic forces in eV per Å
N -0.253 -1.976 -0.236
C 1.445 1.727 0.544
C 2.731 0.066 -0.525
N -2.292 -0.489 1.626
C 0.801 0.912 1.054
C 0.902 1.835 -2.086
C -0.840 -2.901 0.310
N -0.990 1.110 1.697
H 1.520 0.669 0.486
H -1.661 1.243 0.545
H 0.174 -0.546 0.693
H -0.356 0.324 -0.229
H 0.251 0.036 -0.543
H -0.829 -0.920 -0.192
H -1.091 0.238 -0.763
H 0.813 0.204 -0.433
H -1.951 -0.913 -1.561
H -1.199 -1.194 -1.083
H 1.244 -0.227 1.315
H -0.591 0.224 0.977
H 0.371 0.977 0.349
H 0.253 0.122 0.014
H 2.049 0.105 -0.743
H -0.065 0.144 -0.994
H -0.165 0.497 0.352
H 0.149 -0.446 -0.158
O -0.362 0.281 0.277
H 0.187 0.208 -0.332
H 0.589 -1.370 -0.390
O -0.625 0.754 0.686
H 0.055 0.708 0.411
H -0.980 0.496 0.067
O 0.688 -1.097 -0.624
H -0.642 0.150 0.035
H 0.019 -0.162 0.729
O 0.804 -0.314 -0.480
H 0.101 -1.008 -0.299
H 0.190 -0.111 0.170
O -1.181 1.454 1.328
H 0.581 1.151 -0.214
H -0.053 -0.833 0.028
O -0.680 -0.173 0.300
H -0.197 -0.813 -0.203
H -0.386 -0.390 -0.412
O 0.676 1.122 0.313
H 0.352 -1.113 -1.055
H -0.012 0.625 0.843
O 0.606 0.162 -0.957
H 0.612 1.173 0.399
H 0.780 0.565 -0.131
O -1.815 -1.329 -0.064
H -0.104 0.098 -0.225
H -0.263 -0.720 0.299
O 0.459 0.077 -0.315
H -0.408 0.095 0.001
H -0.249 -1.042 -0.172
O 1.060 1.100 -0.536
H -0.543 0.045 0.494
H -0.645 -0.496 0.211
O 0.966 -0.111 -0.598

[3]
C5H41NO14 | wB97M-V/def2-TZVPD

Results
- ΔE to the lowest compared entry with this formula, charge and spin (kcal per mole) = 146.1
- HOMO level (eV) = -9.015
- lowest unoccupied orbital energy (eV) = -0.179
- electronic energy (hartree) = -1323.05511

Cartesian coordinates (Å):
1 C -1.250855 -1.983668 -3.377357
2 C -2.221992 -2.750293 -2.363070
3 C -1.579643 -3.328412 -1.067875
4 C -0.798594 -2.339316 -0.158314
5 C -1.729521 -1.167184 0.290955
6 N -1.844777 -1.055891 1.774990
7 H -0.653941 -2.528206 -4.082912
8 H -0.433621 -1.474493 -2.869502
9 H -1.891980 -1.241051 -4.089390
10 H -3.202121 -2.263641 -1.984263
11 H -2.409798 -3.656123 -2.893315
12 H -0.766552 -3.925073 -1.453836
13 H -2.221815 -3.994938 -0.466326
14 H -0.053785 -1.992683 -0.776587
15 H -0.399333 -2.668547 0.827311
16 H -2.656191 -1.219979 -0.333897
17 H -1.265367 -0.218477 -0.065387
18 H -2.081908 -0.092834 2.149379
19 H -2.712916 -1.546620 2.077636
20 H 2.795736 1.144775 -0.316986
21 H 2.164342 0.936937 1.071925
22 O 3.004134 1.255939 0.612957
23 H -3.488544 1.095856 -1.656708
24 H -2.067475 1.356493 -1.203291
25 O -2.914077 1.064277 -0.886688
26 H 3.224012 -1.278558 -0.907095
27 H 3.061594 -1.335981 -2.506322
28 O 2.547728 -1.477130 -1.665403
29 H 2.328546 2.872748 0.709072
30 H 2.094362 4.059871 -0.416953
31 O 1.902535 3.682820 0.544327
32 H -0.420445 2.908003 -2.140803
33 H -0.877873 2.725130 -0.829985
34 O -0.787130 2.308662 -1.565419
35 H -1.173120 3.435769 2.746027
36 H 0.078430 3.597840 3.633653
37 O -0.724855 4.108512 3.277847
38 H 3.120009 -2.859533 0.879489
39 H 2.017692 -2.398503 1.802337
40 O 2.139060 -2.666729 0.799516
41 H 4.810260 -0.992032 2.139715
42 H 3.912068 -0.132467 1.092645
43 O 4.017685 -0.912602 1.669945
44 H -0.156079 -1.584665 3.987935
45 H -0.402192 -2.127569 2.492060
46 O 0.280323 -1.893795 3.119488
47 H 1.980832 2.637510 -2.597520
48 H 1.241214 2.380386 -1.264752
49 O 2.092904 2.800469 -1.662933
50 H 1.314515 -0.568540 -1.346206
51 H 0.130587 0.564378 -1.607193
52 O 0.920461 0.279343 -1.030335
53 H 0.123517 3.445121 1.047852
54 H -0.088012 2.024049 1.319211
55 O -0.505070 2.833917 1.006954
56 H 0.776910 -0.544890 1.940650
57 H 0.466405 0.046593 0.517823
58 O 0.679678 0.235072 1.530545
59 H -2.382790 2.216518 1.467479
60 H -3.798889 2.417644 1.352009
61 O -3.264279 1.785791 1.704890

Atomic forces in eV per Å
C -2.216 2.193 -0.069
C -0.015 0.310 0.949
C 1.788 0.031 0.484
C -3.408 0.268 1.859
C 0.575 1.053 -0.943
N -2.481 0.116 0.242
H -0.339 -1.370 -0.287
H -0.408 0.780 0.324
H 1.597 -1.456 1.945
H 1.586 -0.244 -1.576
H -1.120 -0.575 -0.468
H 0.196 -0.918 -0.027
H -0.187 0.412 -0.578
H 2.030 0.882 -0.821
H 0.070 -0.864 -1.422
H 0.372 0.149 1.274
H -0.529 -0.793 0.476
H 0.654 -1.222 -1.283
H 0.818 0.110 -0.433
H -0.156 0.214 -0.395
H 0.630 -0.158 -0.244
O -0.293 -0.409 0.603
H -0.040 0.046 -0.045
H 0.230 0.149 -0.505
O -1.464 -0.223 -0.145
H -1.910 -0.754 -1.805
H -0.735 -0.169 1.238
O 3.179 0.182 0.282
H 1.602 -1.627 -0.310
H -0.183 -1.786 3.353
O -1.117 4.590 -1.842
H 1.076 2.139 -2.487
H -0.928 4.167 8.377
O 0.322 -5.590 -6.373
H 0.109 0.293 0.103
H -1.800 1.265 -0.743
O 1.700 -1.111 1.288
H -1.569 0.377 -0.471
H -0.090 -0.635 -2.785
O 1.433 0.091 3.340
H 1.878 0.491 0.703
H 0.442 0.349 0.699
O -1.870 -0.887 -0.978
H 0.821 -0.804 -2.470
H -1.132 0.484 0.149
O 0.973 0.131 3.028
H 0.221 -0.126 -0.584
H 2.260 0.826 -0.741
O -2.032 -1.045 -0.126
H 0.031 0.331 -0.162
H 1.790 -0.840 1.287
O -2.300 0.897 -1.510
H 4.644 4.503 0.281
H 0.172 -0.585 0.091
O -5.244 -4.582 -0.554
H 0.301 -4.628 2.863
H 0.839 0.389 2.378
O -0.783 5.076 -4.832
H -1.261 -1.149 0.424
H -3.000 2.498 -1.555
O 4.270 -1.240 1.527

[4]
C5H4BiNO5 | wB97M-V/def2-TZVPD

Results
- ΔE to the lowest compared entry with this formula, charge and spin (kcal per mole) = 1.9
- total charge = +2
- HOMO level (eV) = -17.731
- lowest unoccupied orbital energy (eV) = -10.752
- electronic energy (hartree) = -837.65390

Cartesian coordinates (Å):
1 O -0.034805 4.590811 -4.599048
2 C -0.027933 3.533699 -4.158041
3 Bi 0.018730 0.460302 -0.195551
4 O 0.014219 3.018220 2.401004
5 C 0.015655 2.171427 1.622153
6 C -0.086968 -3.885872 -0.150693
7 O -0.079688 -4.262656 -1.236379
8 C 2.431996 -0.046701 0.125234
9 O 3.571065 -0.002714 0.235905
10 C -2.406757 -0.070662 0.042420
11 O -3.539379 -0.058813 0.244292
12 H 0.076468 0.818080 -1.858806
13 N 0.011737 -1.418389 1.695310
14 H -0.816132 -1.223429 2.251041
15 H 0.852611 -1.250331 2.257370
16 H -0.000813 -2.372973 1.323787

Atomic forces in eV per Å
O 0.018 -2.757 1.087
C -0.018 2.740 -1.039
Bi -0.149 -1.294 1.237
O -0.018 -3.441 -2.935
C 0.070 5.633 4.441
C 0.031 -1.232 -3.588
O -0.033 1.058 3.404
C 5.446 0.199 -0.037
O -4.109 -0.285 -0.237
C -5.940 -0.019 0.371
O 4.583 -0.140 -0.684
H 0.116 0.207 -2.360
N 0.369 0.020 -0.337
H 0.125 -0.341 0.201
H -0.464 -0.380 -0.009
H -0.026 0.030 0.484

[5]
C5H4Br2O | wB97M-V/def2-TZVPD

Results
- ΔE to the lowest compared entry with this formula, charge and spin (kcal per mole) = 25.4
- HOMO level (eV) = -9.033
- lowest unoccupied orbital energy (eV) = 0.048
- electronic energy (hartree) = -5416.08317

Cartesian coordinates (Å):
1 C -0.066175 -1.204360 -0.641883
2 C 1.106183 -0.989776 -0.103468
3 C -0.750292 0.830605 0.616472
4 C -1.148413 -0.192901 -0.440101
5 C 0.722228 1.013284 0.753711
6 O -1.556821 1.416396 1.288989
7 Br 2.760863 -1.753839 -0.017698
8 Br 1.504541 2.224469 -0.462221
9 H -0.305255 -2.089486 -1.221015
10 H -1.334659 0.344754 -1.377429
11 H -2.086051 -0.661336 -0.138738
12 H 1.153847 1.062189 1.743376

Atomic forces in eV per Å
C -0.121 -0.440 -0.178
C -0.732 3.960 1.858
C -0.131 -0.106 -0.248
C -0.112 0.085 -0.047
C 1.213 -3.612 -1.360
O -0.023 0.028 0.147
Br 0.069 -0.187 -0.114
Br -0.038 0.136 -0.024
H 0.120 -0.103 -0.077
H -0.090 0.000 0.031
H -0.047 0.100 -0.023
H -0.109 0.138 0.034

[6]
C5H4CaN2O5 | wB97M-V/def2-TZVPD

Results
- total charge = +2
- HOMO level (eV) = -18.096
- lowest unoccupied orbital energy (eV) = -8.435
- electronic energy (hartree) = -1355.75385

Cartesian coordinates (Å):
1 O 0.037220 -3.568770 -1.491820
2 C 0.024316 -2.416053 -1.497008
3 Ca 0.013331 0.000163 -1.228418
4 O -3.008884 -0.030548 -3.227497
5 C -2.034701 -0.020614 -2.657253
6 C 2.029903 0.021328 -2.654750
7 O 3.001971 0.029873 -3.224266
8 C -0.024868 2.416177 -1.496241
9 O -0.037378 3.568459 -1.489144
10 N 0.000000 -1.202338 2.585633
11 C -0.000210 0.000170 1.987766
12 N 0.000118 1.202202 2.585247
13 O -0.000737 -0.000246 0.717767
14 H 0.000006 -1.250709 3.610293
15 H 0.000056 -1.998880 1.934957
16 H -0.000114 1.998827 1.934601
17 H -0.000028 1.250958 3.610128

Atomic forces in eV per Å
O -0.057 4.685 -0.049
C 0.067 -6.033 -0.098
Ca -0.108 -0.001 -1.499
O 1.790 0.018 0.989
C -2.625 -0.027 -1.511
C 2.533 0.022 -1.467
O -1.568 -0.013 0.854
C -0.065 5.988 -0.089
O 0.046 -4.640 -0.057
N 0.001 1.229 0.210
C -0.004 -0.025 0.489
N 0.000 -1.203 0.227
O -0.007 0.002 1.269
H 0.000 -0.587 -0.823
H -0.002 0.462 1.194
H -0.001 -0.463 1.195
H 0.000 0.585 -0.833

[7]
C5H4CeO4 | wB97M-V/def2-TZVPD

Results
- ⟨S²⟩ = 2.0010
- total charge = +2
- HOMO level (alpha / beta) (eV) = -13.933 / -13.933
- spin multiplicity = 3
- lowest unoccupied orbital energy (alpha / beta) (eV) = -9.326 / -9.365
- electronic energy (hartree) = -968.11250

Cartesian coordinates (Å):
1 C -3.152063 3.623600 0.615431
2 C -4.268568 4.066172 0.779577
3 H -5.256263 4.467681 0.930313
4 H -0.321103 3.715502 1.768673
5 O -1.953506 2.891572 0.261459
6 C -0.835194 3.548424 -0.070132
7 O -0.580604 3.669485 -1.261374
8 O -0.055091 3.972534 0.859521
9 Ce 1.208064 4.849408 -2.854100
10 C -3.226764 -0.366790 -0.286664
11 C -2.140835 0.047627 -0.673539
12 O -4.315331 -0.384858 0.420059
13 H -1.196873 -0.030106 -1.185271
14 H -5.104073 -0.142521 -0.096063

Atomic forces in eV per Å
C 1.118 -0.927 -0.803
C 1.801 -0.714 -0.264
H 0.387 -0.082 0.051
H -0.133 0.075 -0.373
O -2.670 1.626 1.295
C -1.973 -0.370 -0.133
O 1.687 0.982 -1.016
O 0.642 0.117 0.579
Ce -0.879 -0.620 0.715
C 1.301 1.903 0.120
C -0.605 -1.237 -0.284
O -0.556 -0.479 -0.151
H -0.420 -0.033 0.211
H 0.300 -0.243 0.052

[8]
C5H4Cl2NO5Pt | wB97M-V/def2-TZVPD

Results
- ⟨S²⟩ = 2.0221
- ΔE to the lowest compared entry with this formula, charge and spin (kcal per mole) = 195.4
- total charge = -1
- HOMO level (alpha / beta) (eV) = -3.484 / -3.583
- spin multiplicity = 3
- lowest unoccupied orbital energy (alpha / beta) (eV) = 2.404 / 2.296
- electronic energy (hartree) = -1662.95757

Cartesian coordinates (Å):
1 Pt -1.056458 0.365531 1.586492
2 O -3.329243 1.226720 -0.058510
3 Cl -2.723512 1.004932 1.250884
4 O -3.725223 1.399481 2.236613
5 O -1.618280 2.311041 1.343299
6 O -2.779771 -0.703589 1.369788
7 O -0.420250 0.133384 3.063092
8 Cl 2.987041 1.715747 -2.093462
9 C 2.032127 0.474641 -1.391649
10 C 2.190422 -0.849401 -1.785402
11 C 1.398767 -1.832783 -1.195374
12 C 0.477811 -1.448341 -0.231725
13 N 0.301702 -0.170271 0.171057
14 C 1.085716 0.764590 -0.420447
15 H 2.920247 -1.119421 -2.542875
16 H 1.497308 -2.874696 -1.479970
17 H -0.161183 -2.179737 0.255903
18 H 0.922778 1.782169 -0.077715

Atomic forces in eV per Å
Pt 6.539 -2.696 -6.593
O 0.456 -0.174 -0.397
Cl -13.994 5.338 -3.002
O 0.731 -0.273 0.348
O -0.565 1.814 -0.431
O -1.633 -0.924 -0.357
O 5.960 -2.176 13.651
Cl 0.169 0.296 -0.106
C -0.601 -0.886 0.425
C 0.080 -0.296 -0.141
C 0.027 0.615 0.103
C -0.125 -0.002 0.109
N 3.262 -1.069 -3.881
C -0.205 0.067 0.238
H -0.064 0.126 0.091
H -0.032 0.137 0.052
H 0.013 0.135 -0.045
H -0.016 -0.031 -0.065